11 unconnected molecules or ions with the total composition C49H119NO21. Source: the Open Molecules 2025 dataset; level of theory: the ωB97M-V functional and the def2-TZVPD basis.

The geometry in XYZ format:
```
190
Properties=species:S:1:pos:R:3
O -7.173 -1.710 -0.616
O -3.226 4.643 3.073
O -1.187 -4.893 -4.413
O -4.766 -2.490 2.904
O -0.394 -4.829 1.314
O 3.323 -2.340 3.510
O 4.850 4.195 4.882
O -0.823 2.736 -8.475
O 4.528 2.561 1.677
O 2.825 -4.988 4.347
O 3.708 5.656 -0.989
O -0.743 1.031 -3.439
O -2.706 -0.248 2.318
O -3.139 -4.336 -2.386
O 6.021 -0.508 -1.486
O -8.656 -4.161 1.661
O 6.758 -3.203 -0.023
O -1.125 3.278 -4.916
O 3.712 7.394 1.538
O -1.710 4.717 0.557
O -2.352 -6.801 2.914
N -0.043 1.123 -2.207
C 1.985 -2.780 3.665
C 4.355 3.948 3.589
C -1.561 4.593 -4.629
C -2.551 -1.577 2.752
C -0.087 -4.346 0.010
C -2.155 0.738 3.167
C 4.168 4.445 -1.538
C -0.468 -6.226 1.387
C -8.661 -5.409 0.983
C -3.674 -2.017 3.661
C -7.242 -2.832 0.218
C -1.218 4.791 1.864
C 5.015 2.703 3.016
C 1.895 -3.958 4.584
C -1.517 -0.692 -1.258
C -0.963 -6.679 2.753
C 5.496 -3.461 -0.592
C -5.908 -2.562 3.725
C 5.315 1.653 0.952
C -2.583 -5.069 -4.566
C 1.291 0.564 -2.393
C -1.282 3.958 -8.999
C 2.646 6.767 0.871
C -3.599 -4.584 -1.107
C 2.031 1.434 -3.420
C 1.294 -0.904 -2.867
C 2.771 -5.508 3.064
C -2.132 5.507 2.825
C -2.075 1.706 -1.076
C 7.249 -1.005 -0.994
C 1.194 0.075 0.148
C -0.806 -3.673 -3.832
C 6.196 0.452 -2.490
C -0.163 0.788 0.223
C -1.224 2.458 -7.172
C -4.194 5.225 3.903
C 2.982 5.450 0.193
C -5.808 -1.396 -0.827
C 2.012 0.588 -1.048
C 4.791 7.790 0.712
C -3.281 -5.440 -3.278
C -3.081 -5.598 2.713
C 3.444 -1.192 2.731
C -0.375 3.149 -6.106
C -8.623 -3.033 0.827
C 5.628 5.354 4.987
C -1.281 5.816 -0.222
C 6.994 -1.836 0.241
C -0.896 0.718 -1.092
H -2.721 -4.940 1.916
H -9.603 -5.457 0.422
H -1.698 2.712 -0.885
H 5.376 -4.544 -0.539
H -0.727 -4.857 -0.718
H -2.982 -5.257 -0.493
H 5.050 1.645 -0.106
H -0.106 4.129 -6.526
H -1.102 0.578 3.421
H -6.599 -2.686 1.092
H 5.921 5.438 6.036
H -2.637 1.683 -2.008
H -2.523 -0.713 -0.830
H -5.724 -0.547 -1.507
H 4.690 -3.001 -0.009
H -1.180 1.376 -7.006
H -0.015 1.783 0.652
H 0.869 -4.344 4.456
H -1.147 -6.644 0.626
H -1.685 -0.996 -2.293
H -3.112 -5.014 3.635
H 4.485 -0.871 2.758
H -8.905 -2.188 1.456
H 1.815 -6.023 2.881
H 4.812 1.779 3.559
H -5.364 -2.280 -1.297
H -2.890 -6.318 -2.758
H 3.358 -1.515 1.675
H 0.711 -0.885 -3.794
H 2.712 -0.401 2.915
H -1.086 3.941 -10.071
H -3.990 -1.151 4.268
H 7.822 -1.742 0.943
H 3.517 -6.298 2.931
H 2.207 7.459 0.133
H 6.083 2.947 2.938
H -3.760 5.645 4.823
H 5.210 0.835 -2.762
H -2.716 -5.824 -5.340
H 4.591 4.761 2.896
H 5.444 -3.160 -1.641
H -4.724 6.069 3.437
H -0.014 -3.200 -4.423
H 1.526 2.388 -3.558
H 1.577 -3.024 2.674
H 3.563 4.926 0.970
H -0.523 -6.018 3.518
H -0.893 1.964 -3.654
H 2.307 -1.225 -3.116
H 0.514 -6.699 1.236
H 4.510 8.358 -0.176
H 5.476 8.394 1.309
H -2.203 1.669 2.599
H -0.381 -3.784 -2.826
H -0.325 -3.287 -0.020
H -6.276 -1.569 4.007
H 3.334 3.761 -1.754
H -0.899 -1.445 -0.765
H -0.830 4.859 -8.575
H -2.146 4.540 -3.713
H -2.421 6.488 2.429
H 6.618 0.028 -3.409
H -0.718 5.286 -4.574
H -4.346 -5.522 -3.547
H -0.761 0.246 0.961
H -6.735 -3.152 3.331
H -0.192 5.909 -0.214
H -3.764 -3.671 -0.530
H -0.206 5.214 1.929
H 2.008 -3.676 5.630
H -7.819 -5.523 0.297
H -4.610 -5.031 -1.056
H 0.842 -1.615 -2.179
H 2.088 4.836 0.021
H -2.782 0.868 4.055
H 1.876 6.551 1.613
H 5.037 6.258 4.788
H -1.585 -1.804 3.226
H 1.456 -1.928 4.115
H -1.607 5.702 -1.253
H -1.605 -2.942 -3.697
H -8.622 -6.219 1.704
H 6.537 5.370 4.377
H -5.258 -1.092 0.071
H 5.351 6.889 0.448
H -4.927 4.462 4.154
H 2.414 1.584 -0.829
H 7.893 -0.157 -0.714
H 6.772 1.332 -2.174
H -9.394 -3.098 0.041
H -2.286 2.655 -6.958
H -3.024 -4.136 -4.940
H 4.895 3.970 -0.873
H 7.791 -1.583 -1.753
H 0.579 2.656 -5.921
H -2.241 4.966 -5.408
H 4.604 4.641 -2.518
H 2.034 0.941 -4.396
H 2.883 -0.080 -1.006
H -1.083 3.775 2.252
H -5.636 -3.093 4.653
H 3.266 3.846 3.630
H -1.622 5.658 3.787
H 6.347 2.039 0.962
H 5.299 0.618 1.301
H 0.965 -4.564 -0.200
H -6.989 -3.744 -0.336
H 3.072 1.529 -3.115
H 1.751 0.445 1.013
H -2.769 1.469 -0.265
H 3.001 -4.811 2.249
H -4.050 -5.941 2.349
H 1.090 -1.007 0.228
H -2.543 -2.181 1.838
H -3.394 -2.750 4.434
H -1.702 6.741 0.190
H -2.376 3.990 -8.897
H -0.521 -7.662 2.933
H 6.100 -1.432 0.739
```

Properties
Net charge   0
DFT total energy   -3572.6332 Ha
Spin multiplicity   1
HOMO-LUMO gap   8.5 eV
HOMO   -8.015 eV

Mulliken population analysis, charges in e, atoms 1 to 8: atom 1 (O): -0.51, atom 2 (O): -0.19, atom 3 (O): -0.47, atom 4 (O): -0.04, atom 5 (O): 0.34, atom 6 (O): -0.52, atom 7 (O): -0.42, atom 8 (O): -0.37



A molecular structure, C26H24NO9PSe2V. Source: the Open Molecules 2025 dataset; level of theory: the ωB97M-V functional and the def2-TZVPD basis.

The geometry in XYZ format:
```
64
Properties=species:S:1:pos:R:3
Se -1.054 -0.369 3.818
Se 0.750 -0.820 0.413
V 0.349 1.590 0.585
P -0.432 -1.541 2.167
O 0.125 -1.517 -5.797
O 3.173 2.443 -2.065
O -3.357 2.524 1.096
O 1.590 1.889 -0.621
O -1.452 1.403 0.703
O 1.272 1.683 2.191
O -0.567 3.501 -1.791
O 2.362 -0.966 -5.865
O 2.246 2.990 3.727
N -0.150 3.648 1.190
C 0.062 4.596 -1.142
C -2.878 -3.638 -0.392
C -1.898 -2.332 1.382
C 1.205 -2.799 4.057
C 0.667 -2.889 2.780
C 1.581 2.822 2.726
C -4.145 -3.393 0.121
C 0.154 0.620 -2.797
C 2.011 -4.849 2.379
C -0.409 -0.214 -3.764
C 1.086 -3.917 1.939
C 0.424 -0.691 -4.742
C -4.288 -2.602 1.250
C 1.769 -0.356 -4.782
C 2.164 1.818 -1.782
C 1.352 -1.758 -6.468
C 2.147 -3.722 4.490
C 1.503 0.955 -2.829
C 2.549 -4.752 3.654
C -3.169 -2.081 1.885
C 2.336 0.466 -3.848
C -2.165 2.354 1.235
C 1.032 4.043 1.960
C -1.296 3.321 2.062
C -1.763 -3.095 0.224
C -0.569 4.696 0.232
H 1.818 4.378 1.278
H 3.385 0.728 -3.861
H 3.288 -5.470 3.987
H -0.490 1.018 -2.027
H -0.103 3.306 -2.612
H 1.147 4.460 -1.078
H -0.149 5.519 -1.694
H -1.865 4.206 2.359
H -0.956 2.796 2.954
H 2.327 -5.646 1.716
H -5.017 -3.801 -0.375
H -0.364 5.680 0.670
H -1.645 4.606 0.068
H -2.762 -4.234 -1.288
H 0.893 -1.994 4.709
H 0.818 4.848 2.671
H 1.617 -2.819 -6.387
H -0.786 -3.226 -0.221
H -1.456 -0.483 -3.732
H 2.575 -3.626 5.480
H 1.254 -1.489 -7.524
H 0.707 -3.982 0.929
H -5.275 -2.372 1.631
H -3.278 -1.463 2.765
```

Properties
Net charge   -1
DFT total energy   -7825.5827 Ha
Spin multiplicity   3
HOMO-LUMO gap (spin up / spin down)   7.3 / 7.5 eV
HOMO (spin up / spin down)   -4.925 / -5.097 eV

Mulliken population analysis, charges in e, atoms 1 to 8: atom 1 (Se): -0.56, atom 2 (Se): -0.40, atom 3 (V): 0.92, atom 4 (P): 0.78, atom 5 (O): -0.51, atom 6 (O): -0.70, atom 7 (O): -0.72, atom 8 (O): -0.31



A molecular structure, C6H17BDyGaN2O4. Source: the Open Molecules 2025 dataset; level of theory: the ωB97M-V functional and the def2-TZVPD basis.

The geometry in XYZ format:
```
32
Properties=species:S:1:pos:R:3
Dy 4.494 3.132 -0.869
Ga -0.356 -0.738 -0.187
O 0.162 1.563 1.997
O 1.084 -3.319 -0.026
O 1.369 1.983 -0.052
O -3.664 2.245 1.279
N -2.522 1.833 -0.712
N 0.194 -0.684 -2.002
C 2.288 -2.799 -0.565
C -2.970 -0.010 0.959
C 0.354 -2.583 0.815
C -3.109 1.454 0.572
C -2.327 -0.946 -0.058
C 2.661 1.926 -0.191
B 0.440 1.071 0.788
H -2.625 -0.701 -1.078
H 2.950 -3.639 -0.751
H 0.830 1.936 2.581
H 0.872 -2.195 1.704
H -3.268 2.214 -1.293
H -1.951 2.654 -0.511
H -0.547 -3.124 1.086
H -3.997 -0.352 1.136
H 2.937 1.885 -1.293
H 3.150 1.067 0.320
H 2.049 -2.303 -1.507
H -2.495 -0.024 1.944
H -2.584 -1.985 0.143
H 1.126 -0.298 -2.137
H 2.757 -2.108 0.147
H -0.410 -0.017 -2.480
H 3.107 2.862 0.244
```

Properties
Net charge   +2
DFT total energy   -3483.1662 Ha
Spin multiplicity   6
HOMO-LUMO gap (spin up / spin down)   3.2 / 4.8 eV
HOMO (spin up / spin down)   -13.686 / -13.609 eV

Mulliken population analysis, charges in e, atoms 1 to 8: atom 1 (Dy): 2.25, atom 2 (Ga): -0.21, atom 3 (O): -0.54, atom 4 (O): -0.28, atom 5 (O): -0.81, atom 6 (O): -0.53, atom 7 (N): -0.44, atom 8 (N): -0.51